# 1
{"formula": "C14H25BN6SiZr", "method": "wB97M-V/def2-TZVPD", "species": ["H", "N", "B", "N", "C", "Zr", "H", "C", "H", "C", "H", "C", "H", "H", "H", "N", "N", "N", "N", "C", "C", "H", "H", "C", "C", "C", "C", "H", "H", "H", "H", "H", "C", "Si", "C", "C", "C", "H", "H", "H", "H", "H", "H", "H", "H", "H", "H", "H"], "positions_angstrom": [[-3.223179, -0.193418, -0.408510], [-1.480739, 0.920481, -0.973395], [0.079713, 2.791478, -1.876728], [-1.308982, 2.122277, -1.633493], [-2.491723, 2.537700, -2.086472], [0.311700, -0.091686, -0.370481], [-2.540197, 3.428131, -2.671828], [-3.472836, 1.659395, -1.662078], [-4.515306, 1.732284, -1.851274], [-2.821027, 0.660612, -0.934624], [-0.050686, 3.866763, -2.395333], [2.489787, -2.948259, 0.480952], [2.551498, -3.881379, 1.033941], [2.813713, -2.143948, 1.149132], [3.184894, -2.992485, -0.351797], [0.868947, 1.838655, -2.807464], [0.866112, 2.888479, -0.538782], [1.144015, 0.519238, -2.471980], [1.005853, 1.835767, 0.348092], [1.357795, 2.120317, -4.022670], [1.554623, 3.941165, -0.086912], [1.246199, 3.113804, -4.438201], [1.610005, 4.825947, -0.691695], [1.960734, 0.978336, -4.524273], [2.081468, 3.631089, 1.159637], [1.814822, -0.005803, -3.536029], [1.688366, 2.313336, 1.430254], [2.434810, 0.885228, -5.483199], [2.663822, 4.278746, 1.774794], [2.160911, -1.030054, -3.567113], [1.853690, 1.707904, 2.307597], [1.469176, -2.796418, 0.115969], [-0.832622, 0.427592, 3.958239], [-1.532455, -1.008127, 2.973180], [-1.729630, -2.476189, 4.153036], [-3.261634, -0.556254, 2.407844], [-0.353249, -1.389703, 1.481839], [-1.502642, 0.688246, 4.795075], [-0.714745, 1.318421, 3.322186], [0.151837, 0.174967, 4.382160], [-2.393873, -2.238983, 5.001468], [-2.166285, -3.353714, 3.649046], [-0.767999, -2.794777, 4.585932], [-3.256249, 0.349316, 1.784413], [-3.715378, -1.372449, 1.825492], [-3.915591, -0.364162, 3.274499], [0.561630, -1.744537, 2.009452], [-0.801388, -2.327293, 1.076108]], "forces_ev_per_angstrom": [[0.10, 0.03, -0.11], [0.48, 0.08, 0.44], [0.19, -0.58, -0.21], [-0.08, -0.22, -0.10], [0.56, -0.45, 0.61], [-1.17, 1.17, 1.77], [-0.17, 0.40, -0.17], [0.22, -0.93, 0.62], [-0.55, 0.02, -0.05], [0.02, 0.95, -0.94], [0.03, -0.27, 0.23], [0.50, 0.40, -0.15], [-0.24, -0.06, -0.02], [-0.16, -0.02, -0.04], [0.05, -0.08, -0.11], [0.16, -0.26, -0.01], [0.32, -0.08, 0.04], [0.01, -0.26, 0.02], [-0.57, -0.16, -0.11], [-0.11, -0.55, 0.59], [-0.51, -0.86, 0.16], [0.01, -0.18, 0.01], [-0.01, 0.27, 0.05], [0.08, -0.66, 0.31], [-0.26, -0.99, 0.31], [-0.19, 1.20, -0.44], [0.35, 1.03, -0.87], [0.09, -0.12, -0.04], [0.17, 0.16, 0.32], [-0.10, 0.08, 0.16], [0.06, -0.06, -0.06], [-0.04, -0.13, 0.05], [0.25, 0.07, -0.15], [-0.62, 0.29, 0.96], [0.39, -0.35, -0.34], [-0.01, 0.05, -0.42], [0.56, 0.26, -1.46], [0.24, -0.11, -0.33], [-0.05, -0.08, 0.21], [-0.25, 0.10, -0.05], [0.20, 0.19, -0.41], [0.14, 0.25, 0.12], [-0.25, 0.08, -0.14], [-0.11, -0.11, 0.21], [0.02, 0.17, 0.15], [0.29, -0.09, -0.28], [-0.23, 0.18, -0.31], [0.20, 0.21, -0.01]], "mulliken_charge": [0.74, -0.01, -0.03, -0.06, 0.08, 2.07, 0.51, -1.24, 0.44, -0.39, -0.03, -0.87, 0.32, 0.27, 0.32, 0.22, -0.04, -0.48, 0.04, -0.03, 0.04, 0.46, 0.49, -0.99, -1.13, -0.25, -0.29, 0.42, 0.44, 0.49, 0.56, 0.02, -1.00, 0.15, -0.99, -1.07, -1.13, 0.36, 0.27, 0.32, 0.32, 0.33, 0.33, 0.34, 0.34, 0.37, 0.37, 0.58], "largest_force_ev_per_a": 2.42, "total_charge": 2, "e_tot_ev": -33685.4741, "homo_lumo_gap_ev": 6.942}



# 2
{"formula": "C4H4N2", "method": "wB97M-V/def2-TZVPD", "species": ["C", "C", "N", "C", "C", "N", "H", "H", "H", "H"], "positions_angstrom": [[-1.411488, 0.006630, -0.003025], [-0.746222, -0.607480, 0.967841], [0.322711, 0.350952, 0.949234], [1.367362, -0.014106, 0.033376], [0.790531, 0.608235, -0.982816], [-0.411463, 1.024440, -0.277673], [-2.414701, -0.043591, -0.384768], [-0.786678, -1.566703, 1.461835], [2.185699, -0.707371, 0.175316], [1.106581, 0.905735, -1.966754]], "forces_ev_per_angstrom": [[-0.17, -0.45, -0.16], [-0.32, -0.18, -0.50], [-0.20, 0.10, -0.38], [0.03, -0.22, -0.47], [0.15, -0.22, -0.52], [0.82, 0.15, 1.92], [0.05, 0.05, -0.42], [-0.07, 0.36, 0.45], [0.07, 0.45, 0.29], [-0.35, -0.04, -0.20]], "mulliken_charge": [-0.27, -0.21, -0.21, -0.21, -0.27, -0.23, 0.36, 0.34, 0.34, 0.36], "largest_force_ev_per_a": 2.09, "de_lowest_kcal_mol": 108.1, "e_tot_ev": -7187.9990, "smiles": "c1cn2ccn12", "homo_lumo_gap_ev": 10.209}